(1)
Formula: C34H57N3OSb2Si3V
Source: OMol25
Level of theory: wB97M-V/def2-TZVPD

Calculated values
* spin multiplicity: 4
* E: -105095.19200 eV
* LUMO level (spin up / spin down): 4.16 / 4.15 eV
* net charge: -2
* HOMO level (spin up / spin down): -0.01 / -0.01 eV

```
101
C34H57N3OSb2Si3V (wB97M-V/def2-TZVPD)
V -1.1986 -0.6151 -0.0822
C 0.8253 -1.8384 4.4252
Sb 1.1706 -0.8886 2.4576
C 1.8762 -2.8004 1.7062
C 5.2210 -0.5872 3.1523
C 5.0580 0.7652 3.3192
C 4.7032 1.3135 4.5898
C 4.5416 2.6577 4.7902
C 4.7066 3.5601 3.7423
C 5.0086 3.0569 2.4805
C 5.1872 1.7118 2.2410
C 5.4486 1.2255 0.8748
Sb 3.7325 0.0479 0.0895
C 4.3205 0.6482 -1.9549
C 2.3662 1.6935 0.3231
H 1.6534 -2.5048 4.6390
H -0.1037 -2.3990 4.4044
H 0.7682 -1.0944 5.2139
H 2.9200 -2.9153 1.9872
H 1.7875 -2.8216 0.6259
H 1.2902 -3.6120 2.1322
H 5.5724 -1.0271 2.2351
H 5.0995 -1.2633 3.9831
H 4.5575 0.6288 5.4184
H 4.2756 3.0315 5.7748
H 4.5882 4.6267 3.8936
H 5.1051 3.7451 1.6444
H 6.3126 0.5568 0.8273
H 5.5990 2.0555 0.1836
H 4.5414 1.7100 -1.9700
H 3.5224 0.4419 -2.6566
H 5.2077 0.1015 -2.2630
H 2.7217 2.5701 -0.2106
H 2.3133 1.9163 1.3840
H 1.3787 1.4054 -0.0315
C -1.3606 2.5498 -4.7890
Si -0.5458 1.9923 -3.1184
C 1.2797 2.5272 -3.3745
C -1.2056 3.3010 -1.8717
C -0.9411 0.2329 -2.6106
Si 0.0813 -1.1844 -3.3014
C 1.3750 -1.8666 -2.0494
C -0.8610 -2.7815 -3.8426
C 1.0904 -0.7894 -4.9010
Si -2.7822 -0.0791 -2.5659
C -3.9740 1.2441 -1.8023
C -3.6516 -0.3013 -4.2923
C -3.0862 -1.6999 -1.6167
C -4.1929 -2.4833 -1.8528
C -4.3675 -3.7128 -1.2129
C -3.3111 -4.1562 -0.4116
C -2.2336 -3.3320 -0.1991
N -2.1355 -2.0700 -0.6965
H -1.1005 3.5663 -5.0777
H -2.4426 2.5025 -4.7111
H -1.0604 1.8940 -5.6012
H 1.3289 3.5865 -3.6203
H 1.7559 1.9889 -4.1854
H 1.8654 2.3626 -2.4793
H -0.4707 4.0740 -1.6647
H -1.4464 2.8289 -0.9275
H -2.1048 3.7888 -2.2369
H 1.0444 -1.6117 -1.0376
H 2.3625 -1.4391 -2.1936
H 1.4743 -2.9485 -2.1044
H -1.0811 -3.4146 -2.9883
H -0.2882 -3.3677 -4.5588
H -1.8070 -2.5298 -4.3055
H 1.6907 0.0995 -4.7596
H 0.4199 -0.5948 -5.7317
H 1.7629 -1.5913 -5.1964
H -4.0370 2.1118 -2.4520
H -3.6502 1.5917 -0.8278
H -4.9794 0.8388 -1.6906
H -3.2028 0.3958 -4.9910
H -4.7215 -0.1025 -4.2755
H -3.5068 -1.2980 -4.6979
H -4.9299 -2.1325 -2.5653
H -5.2612 -4.3037 -1.3613
H -3.3399 -5.1330 0.0547
H -1.3896 -3.6551 0.4000
N -3.3491 0.9392 1.4456
C -2.2067 1.6448 1.6704
N -2.2364 2.5720 2.6947
O -1.2362 1.5386 0.9317
H -3.9547 0.7611 2.2322
H -3.1197 0.1054 0.8649
H -2.7921 2.3071 3.4934
H -1.3158 2.9117 2.9313
C -0.8476 -1.1567 1.6994
C -1.8058 -1.1255 2.7344
C -1.7418 -0.2450 3.8539
C -2.7469 -0.1651 4.7913
C -3.8671 -0.9866 4.7110
C -3.9422 -1.8929 3.6544
C -2.9641 -1.9531 2.6964
H -0.8665 0.3894 3.9513
H -2.6691 0.5441 5.6136
H -4.6398 -0.9468 5.4690
H -4.7891 -2.5664 3.5887
H -3.0500 -2.6766 1.8980
```

(2)
Formula: C34H58BBr36ClFIN2O7
Source: OMol25
Level of theory: wB97M-V/def2-TZVPD

Calculated values
* E: -2599055.26247 eV
* LUMO level: -0.29 eV
* net charge: 0
* HOMO level: -8.52 eV

```
141
C34H58BBr36ClFIN2O7 (wB97M-V/def2-TZVPD)
C 4.0157 3.9140 4.3677
C 3.2200 3.5871 3.0698
C 4.2047 3.2494 1.9161
O 3.5568 3.0576 0.6701
C 3.4805 1.6825 0.3302
C 2.7886 1.4191 -1.0379
Cl 2.9821 2.9302 -2.0429
O 1.4582 1.0465 -0.9393
C 0.5857 1.6843 -0.0388
F 0.9635 2.9995 0.1329
C 0.4921 0.9790 1.3432
C -0.8043 0.1523 1.5465
C -0.7316 -0.7129 2.8501
C -0.9760 -2.2164 2.6140
C -2.4471 -2.6565 2.5840
O -3.0052 -2.3739 1.3046
C -3.9469 -1.3255 1.2682
O -0.6634 1.6726 -0.6252
C -0.8531 2.5136 -1.7615
C -1.5933 3.7931 -1.3747
N -2.8844 3.5397 -0.7400
C -3.1566 4.3697 0.4246
C -3.1358 3.5938 1.7663
C -4.0612 4.2363 2.8413
O -1.7895 3.4704 2.2602
C 3.5856 0.2789 -1.7547
N 3.7287 -0.8610 -0.8327
B 2.5528 -1.7329 -0.6233
O 1.9555 -1.7624 0.6564
O 2.0286 -2.5413 -1.6173
C 0.6501 -2.9342 -1.4674
C 3.1952 -0.1592 -3.1876
I 4.3927 0.8281 -4.7072
C 1.7175 -0.2349 -3.5912
C 1.1352 0.9682 -4.3556
H 5.0404 4.2349 4.1023
H 4.1012 3.0091 4.9956
H 3.5467 4.7246 4.9436
H 2.5367 2.7435 3.2640
H 2.6079 4.4556 2.7597
H 4.8618 2.4026 2.1758
H 4.8638 4.1335 1.7947
H 2.9719 1.1023 1.1204
H 4.5137 1.2870 0.2612
H 1.3037 0.2252 1.3712
H 0.6485 1.7219 2.1368
H -1.6842 0.8098 1.6083
H -0.9046 -0.5490 0.6962
H -1.4545 -0.3446 3.5972
H 0.2670 -0.6215 3.3219
H -0.5281 -2.5627 1.6695
H -0.4858 -2.7916 3.4287
H -2.5211 -3.7520 2.7308
H -3.0326 -2.1849 3.3958
H -4.9759 -1.6932 1.3797
H -3.7425 -0.5553 2.0357
H -3.8694 -0.8369 0.2807
H 0.0903 2.7942 -2.2645
H -1.4403 1.9371 -2.4973
H -1.7204 4.3872 -2.3030
H -0.9303 4.3906 -0.7166
H -3.0013 2.5582 -0.5271
H -4.1142 4.9155 0.3230
H -2.3675 5.1439 0.5049
H -3.4702 2.5566 1.6009
H -3.4417 4.7502 3.5900
H -4.7527 4.9777 2.4115
H -4.6733 3.4634 3.3342
H -1.3660 4.3249 2.1750
H 4.5972 0.7212 -1.8502
H 4.5439 -1.3835 -1.1409
H 2.6351 -1.9812 1.2943
H 0.3033 -3.3672 -2.4217
H 0.5367 -3.6923 -0.6734
H 0.0077 -2.0621 -1.2475
H 3.5928 -1.1867 -3.2803
H 1.0793 -0.4666 -2.7163
H 1.6299 -1.1206 -4.2471
H 0.0562 1.0823 -4.1544
H 1.6619 1.9071 -4.1462
H 1.2231 0.7954 -5.4416
C 0.7291 -7.3872 -1.0381
Br -0.5850 -6.2199 -0.2532
Br 2.3077 -6.4084 -1.5308
Br 1.1252 -8.8781 0.1185
H 0.3033 -7.7901 -1.9468
C -3.1664 -3.3118 6.6531
Br -4.7642 -2.8777 5.6691
Br -2.2247 -4.7750 5.8257
Br -2.0035 -1.8103 6.9293
H -3.4795 -3.6452 7.6333
C -8.2031 -1.6825 2.4412
Br -7.8233 -1.8736 0.5613
Br -8.0966 -3.3932 3.3080
Br -7.0599 -0.3787 3.2838
H -9.2217 -1.3342 2.5400
C 1.4125 4.8879 -6.8243
Br -0.4150 4.6111 -7.3935
Br 1.6605 4.5676 -4.9399
Br 2.6492 3.8660 -7.8853
H 1.6335 5.9325 -6.9929
C 8.3497 1.8285 2.1583
Br 7.4712 2.4479 0.5620
Br 7.1526 0.8343 3.2949
Br 9.9299 0.8109 1.7458
H 8.6651 2.7022 2.7114
C -0.6135 -1.5599 11.1200
Br -1.1971 0.2720 11.1590
Br -2.0640 -2.7561 10.7150
Br 0.8618 -1.8182 9.9115
H -0.2613 -1.8095 12.1110
C 2.1966 -6.4516 2.9634
Br 2.1643 -7.2011 4.7353
Br 1.7493 -4.5779 2.9764
Br 3.8707 -6.7768 2.0786
H 1.4302 -6.9544 2.3869
C 0.1842 -0.8002 -8.5996
Br 0.3562 -1.6603 -6.8905
Br -0.1198 1.0861 -8.3548
Br 1.7144 -1.1301 -9.7178
H -0.6750 -1.2286 -9.0962
C 2.5446 -5.5422 -6.0405
Br 3.3046 -7.2774 -5.6886
Br 2.3551 -4.5190 -4.4230
Br 3.5354 -4.5822 -7.3818
H 1.5504 -5.7025 -6.4348
C -1.4551 -3.8858 -11.5443
Br -0.0398 -4.6125 -10.4622
Br -2.5860 -2.6892 -10.5412
Br -0.7689 -3.0446 -13.1313
H -2.0772 -4.7124 -11.8581
C -8.0270 0.9140 -2.1301
Br -7.1682 2.3153 -1.1353
Br -9.7037 1.4948 -2.8770
Br -6.8591 0.1864 -3.4761
H -8.2443 0.1165 -1.4343
C -0.0278 5.3819 4.8723
Br 1.4009 4.3729 5.6644
Br -0.8041 6.6278 6.1168
Br 0.5432 6.2652 3.2594
H -0.8017 4.6779 4.5927
```

(3)
Formula: C34H58ClNO13Si
Source: OMol25
Level of theory: wB97M-V/def2-TZVPD

Calculated values
* E: -84708.45774 eV
* LUMO level: 0.51 eV
* net charge: 0
* HOMO level: -8.63 eV

```
108
C34H58ClNO13Si (wB97M-V/def2-TZVPD)
C -2.9736 5.8675 2.6546
C -2.7355 4.6202 1.7955
C -2.4054 4.9578 0.3317
Cl -0.6675 5.3875 0.1352
Si -2.9157 3.6873 -0.9671
C -1.9761 2.0780 -0.9195
C -1.8840 1.3638 0.4505
C -0.4994 0.7751 0.7366
C 0.5544 1.8452 1.0446
N 1.9020 1.2751 0.9967
C 2.8955 1.8706 1.9054
C 2.4257 0.9680 -0.2545
C 1.7631 1.4902 -1.5055
O 3.4389 0.2972 -0.3474
H -4.0359 6.0929 2.7537
H -2.4369 6.7288 2.2459
H -2.5932 5.6983 3.6667
H -3.6007 3.9509 1.7914
H -1.8862 4.0760 2.2206
H -2.9436 5.8788 0.0724
H -4.3791 3.4613 -0.8123
H -2.7200 4.3225 -2.2935
H -0.9817 2.2275 -1.3558
H -2.4905 1.4064 -1.6190
H -2.1829 2.0088 1.2850
H -2.5911 0.5266 0.4402
H -0.1964 0.1823 -0.1308
H -0.5511 0.1113 1.6068
H 0.3906 2.1978 2.0691
H 0.4332 2.7265 0.4042
H 3.8212 2.0962 1.3723
H 2.4993 2.8023 2.3189
H 3.1305 1.2003 2.7380
H 2.5641 1.6222 -2.2371
H 1.2385 2.4382 -1.3966
H 1.0806 0.7448 -1.9284
O -1.4031 -1.2682 -2.1818
C -0.3568 -1.8480 -2.1050
C 0.3016 -2.7676 -3.1149
C 1.3751 -3.4753 -2.2883
C 1.6830 -2.4255 -1.2247
O 0.4425 -1.7205 -1.0182
H 0.7455 -2.1431 -3.8880
H -0.4287 -3.4390 -3.5578
H 2.2526 -3.7740 -2.8541
H 0.9601 -4.3705 -1.8257
H 2.4306 -1.7003 -1.5529
H 1.9972 -2.8430 -0.2710
O 1.7664 -6.6038 -3.6240
C 2.1994 -7.0117 -2.5863
C 2.0253 -8.3783 -1.9552
C 2.4406 -8.1384 -0.5060
C 3.4397 -6.9980 -0.6547
O 2.9798 -6.2397 -1.7880
H 2.6915 -9.0808 -2.4576
H 1.0004 -8.7191 -2.0702
H 2.8673 -9.0098 -0.0178
H 1.5805 -7.8014 0.0757
H 4.4477 -7.3590 -0.8698
H 3.4768 -6.3320 0.2043
O 3.2440 -11.3935 -1.2243
C 3.6988 -11.7713 -0.1855
C 3.5703 -13.1365 0.4613
C 3.9935 -12.8727 1.9053
C 4.9525 -11.6987 1.7374
O 4.4567 -10.9680 0.6005
H 4.2512 -13.8164 -0.0537
H 2.5548 -13.5069 0.3550
H 4.4517 -13.7247 2.4020
H 3.1289 -12.5617 2.4927
H 5.9707 -12.0236 1.5147
H 4.9748 -11.0243 2.5893
O 1.6975 -0.0999 -4.3824
C 2.6955 0.1999 -4.9699
C 4.1242 -0.1760 -4.6277
C 4.9422 0.8080 -5.4614
C 4.0044 1.0705 -6.6359
O 2.6772 0.9485 -6.0950
H 4.2809 -1.2120 -4.9350
H 4.2855 -0.0967 -3.5548
H 5.9153 0.4347 -5.7718
H 5.0957 1.7294 -4.8983
H 4.1180 0.3289 -7.4295
H 4.1038 2.0645 -7.0643
O -2.3912 7.5250 6.4664
C -2.3592 8.4414 5.7007
C -2.8177 9.8719 5.9225
C -2.9080 10.4258 4.5019
C -1.8587 9.5889 3.7767
O -1.8616 8.3197 4.4478
H -2.0577 10.3794 6.5195
H -3.7587 9.8827 6.4650
H -2.7256 11.4952 4.4221
H -3.8945 10.2165 4.0868
H -0.8567 10.0164 3.8570
H -2.0880 9.4172 2.7278
O -6.2712 6.7092 1.5765
C -6.6336 5.5707 1.5429
C -7.8279 4.9844 0.8148
C -7.9904 3.6145 1.4695
C -6.5585 3.3024 1.8903
O -5.9617 4.5800 2.1805
H -7.5707 4.9103 -0.2434
H -8.6894 5.6367 0.9249
H -8.4138 2.8524 0.8193
H -8.6250 3.6997 2.3524
H -5.9843 2.8332 1.0883
H -6.4902 2.6878 2.7844
```

(4)
Formula: C34H59Br9Cl8NO10
Source: OMol25
Level of theory: wB97M-V/def2-TZVPD

Calculated values
* energy relative to the best compared isomer or geometry (same formula, charge and spin): 0.0 kJ/mol
* E: -788738.65975 eV
* LUMO level: 0.96 eV
* net charge: -1
* HOMO level: -2.37 eV

```
121
C34H59Br9Cl8NO10 (wB97M-V/def2-TZVPD)
C -5.2546 22.2160 -20.5309
C -4.7267 20.8164 -20.1320
C -4.3523 20.7232 -18.6599
C -3.6834 19.3837 -18.2418
N -3.5472 19.2243 -16.7440
C -2.6070 20.2881 -16.2213
C -2.0816 19.8418 -14.8779
C -2.0636 18.3124 -14.9899
C -2.8518 17.9616 -16.2253
C -4.8823 19.2868 -16.0425
H -6.2559 22.3447 -20.1188
H -5.3611 22.3137 -21.6144
H -4.5787 23.0301 -20.2721
H -3.7895 20.6637 -20.6748
H -5.4423 20.0735 -20.4723
H -5.2795 20.9441 -18.1250
H -3.7274 21.5510 -18.3175
H -2.6399 19.3876 -18.7067
H -4.1601 18.4845 -18.6340
H -3.0504 21.2727 -16.3475
H -1.7529 20.1920 -16.8859
H -2.7081 20.1126 -14.0250
H -1.0787 20.2335 -14.7471
H -2.5958 18.0082 -14.0870
H -1.1007 17.8300 -14.9710
H -3.5261 17.1135 -16.1111
H -2.2498 17.6975 -17.0932
H -5.5554 18.5644 -16.4954
H -5.2603 20.3019 -16.1449
H -4.7334 19.1294 -14.9756
O 1.8712 20.7801 -17.6048
C 0.8591 19.9760 -17.1352
C 0.2886 18.8143 -18.0188
O -0.8331 18.9559 -18.8904
H 0.0527 20.5675 -16.7113
H 1.1521 19.4730 -16.1832
H 0.0214 17.9976 -17.3238
H 1.1598 18.3989 -18.5459
O -5.0799 16.2799 -14.4711
C -5.8712 16.7524 -13.7023
O -7.1385 16.9783 -14.0402
C -7.8586 17.5211 -12.9295
C -6.7918 18.0842 -12.0029
C -5.5589 17.2981 -12.3284
H -8.4327 16.7241 -12.4500
H -8.5910 18.2603 -13.2490
H -7.0339 17.9831 -10.9450
H -6.5705 19.1249 -12.2343
H -5.5299 16.4122 -11.6840
H -4.6106 17.7970 -12.1481
O -8.0782 20.4518 -15.5710
C -9.0517 19.7438 -15.4898
O -8.9852 18.4387 -15.7567
C -10.1650 17.7025 -15.4197
C -11.2399 18.7915 -15.3113
C -10.4617 20.0956 -15.0515
H -10.0842 17.1644 -14.4734
H -10.2347 16.9360 -16.1903
H -11.8557 18.5786 -14.4377
H -11.8831 18.8526 -16.1871
H -10.4614 20.3675 -13.9949
H -10.8146 20.9764 -15.5847
O -4.6298 22.2508 -14.6291
C -5.4562 22.1558 -13.7595
O -5.9281 21.0212 -13.2340
C -6.9856 21.2531 -12.3198
C -7.4497 22.6731 -12.6321
C -6.1338 23.3086 -13.0850
H -6.6806 21.2011 -11.2724
H -7.8182 20.5636 -12.4495
H -7.9587 23.1355 -11.7867
H -8.1375 22.7534 -13.4748
H -5.4318 23.6385 -12.3152
H -6.3026 24.1157 -13.7957
O -3.3812 25.9267 -14.7059
C -2.7540 25.1416 -14.0586
O -2.6998 25.1689 -12.6889
C -2.0201 23.9609 -12.1904
C -1.1323 23.5404 -13.3878
C -1.9320 24.0014 -14.5797
H -2.6648 23.1821 -11.7821
H -1.3769 24.2379 -11.3551
H -1.0722 22.4524 -13.3959
H -0.1541 24.0156 -13.4145
H -2.5424 23.1557 -14.8912
H -1.2368 24.2983 -15.3625
C -0.4040 21.8188 -19.5525
Cl -1.3927 22.5048 -20.8926
Cl -0.5368 22.8727 -18.1303
H -0.6995 20.7756 -19.3866
H 0.6302 21.7421 -19.8792
C -0.0199 15.8838 -14.5840
Cl 1.1117 14.6593 -13.9339
Cl -1.6740 15.4508 -14.0386
H 0.2997 16.8736 -14.2663
H 0.0415 15.9440 -15.6688
C -2.4107 18.0497 -21.5379
Cl -4.2053 17.9267 -21.6355
Cl -1.5083 17.7247 -23.0450
H -2.1680 18.9954 -21.0576
H -2.1128 17.3238 -20.7892
C -1.4380 15.5508 -18.5620
Cl -2.0623 14.6615 -17.1625
Cl -1.9446 14.8487 -20.1178
H -1.7424 16.5968 -18.5106
H -0.3513 15.5776 -18.5662
C -8.4964 18.9697 -22.6790
Br -7.6364 17.2194 -22.5366
Br -9.6426 19.2731 -24.2132
Br -7.0598 20.2829 -22.6741
H -9.0980 19.1033 -21.7880
C -5.4159 24.5287 -16.7779
Br -6.8051 23.2637 -17.3388
Br -6.0946 26.3452 -16.7270
Br -3.7978 24.5468 -17.9292
H -5.0920 24.2954 -15.7712
C -7.0416 16.4628 -17.7979
Br -5.1732 15.8306 -17.7428
Br -8.4021 15.0980 -18.3568
Br -7.2352 18.1503 -18.7656
H -7.3555 16.6591 -16.7785
```